# C2H3O2S2

A 2-piece molecular cluster, C2H3O2S2 overall (ωB97M-V/def2-TZVPD, OMol25).

## Properties
* orbital gap: 6.018 eV
* E_HOMO: -2.383 eV
* net charge: -1
* energy relative to the best compared isomer or geometry (same formula, charge and spin): 60.2 kcal per mole

Positions of all 9 atoms, in Å:
C: 0.0229 0.4342 -2.1846
C: -0.0968 -0.2059 -1.0963
O: -0.4790 -0.9278 -0.2661
O: 1.2623 1.0221 0.3780
S: 3.1243 -1.2000 -0.3457
S: 2.5185 0.3799 1.0142
H: 0.6302 1.3588 -2.3918
H: 0.1649 -0.1650 -3.0094
H: 2.1070 -1.9896 0.1263

# C43H47ClN2ReSb2Si

C43H47ClN2ReSb2Si as an isolated structure (ωB97M-V/def2-TZVPD, OMol25).

## Properties
* orbital gap (alpha / beta): 7.237 / 6.040 eV
* multiplicity: 4
* E_HOMO (alpha / beta): -13.301 / -13.271 eV
* net charge: +2

Positions of all 97 atoms, in Å:
Re: 0.7185 -0.1858 0.0693
C: -1.9912 -2.8929 -1.5587
C: -3.1076 -2.3620 -0.6749
C: -2.7926 -2.4156 0.8085
Sb: -1.3402 -1.0810 1.6506
C: -1.3241 -1.8919 3.5860
C: -2.5629 -2.1214 4.1787
C: -2.6268 -2.7114 5.4317
C: -1.4616 -3.0747 6.0876
C: -0.2284 -2.8444 5.4967
C: -0.1573 -2.2505 4.2453
C: -2.4820 0.6846 1.7814
C: -2.9860 1.1600 2.9846
C: -3.7475 2.3211 3.0017
C: -3.9957 3.0101 1.8248
C: -3.4869 2.5403 0.6218
C: -2.7323 1.3777 0.5996
Sb: -0.4511 -1.4989 -2.0281
C: 0.7411 -2.6979 -3.2786
C: 1.0076 -2.3274 -4.5915
C: 1.7775 -3.1527 -5.3966
C: 2.2832 -4.3421 -4.8934
C: 2.0111 -4.7180 -3.5866
C: 1.2390 -3.8984 -2.7784
C: -1.4520 -0.1775 -3.3137
C: -1.4539 1.1912 -3.0620
C: -2.1430 2.0516 -3.9040
C: -2.8309 1.5460 -4.9966
C: -2.8313 0.1811 -5.2513
C: -2.1445 -0.6817 -4.4120
H: -1.5270 -3.7843 -1.1310
H: -2.3680 -3.1740 -2.5440
H: -3.9873 -2.9916 -0.8392
H: -3.4159 -1.3565 -0.9797
H: -2.4908 -3.4208 1.1112
H: -3.6788 -2.1587 1.3941
H: -3.4839 -1.8436 3.6792
H: -3.5880 -2.8874 5.8936
H: -1.5149 -3.5344 7.0644
H: 0.6798 -3.1216 6.0135
H: 0.8072 -2.0480 3.8072
H: -2.7957 0.6346 3.9132
H: -4.1454 2.6875 3.9376
H: -4.5907 3.9120 1.8441
H: -3.6849 3.0739 -0.2978
H: -2.3523 1.0178 -0.3552
H: 0.6095 -1.4065 -5.0007
H: 1.9774 -2.8690 -6.4202
H: 2.8849 -4.9818 -5.5232
H: 2.3946 -5.6511 -3.1983
H: 1.0208 -4.2179 -1.7647
H: -0.9165 1.6035 -2.2115
H: -2.1424 3.1146 -3.7069
H: -3.3690 2.2154 -5.6524
H: -3.3650 -0.2118 -6.1053
H: -2.1488 -1.7442 -4.6276
C: 2.2783 0.6875 -3.3814
C: 1.9604 1.7268 -2.3625
C: 2.0531 3.0795 -2.6341
C: 1.8139 4.0056 -1.6207
C: 1.4910 3.5962 -0.3416
C: 1.4376 2.2257 -0.1103
N: 1.6540 1.3316 -1.1129
N: 1.1146 1.5287 1.0344
Si: 1.2934 2.2488 2.6731
C: 2.9835 3.0469 2.7161
C: -0.0461 3.5199 2.9572
C: 1.1231 0.8229 3.8525
H: 3.3498 0.6961 -3.5881
H: 1.7576 0.8864 -4.3171
H: 2.0270 -0.3140 -3.0367
H: 2.3282 3.4060 -3.6260
H: 1.8834 5.0623 -1.8403
H: 1.2901 4.3011 0.4473
H: 2.9943 4.0097 2.2069
H: 3.7498 2.4150 2.2646
H: 3.2798 3.2301 3.7493
H: 0.0530 4.4065 2.3324
H: 0.0142 3.8607 3.9922
H: -1.0425 3.1076 2.8030
H: 1.7005 -0.0450 3.5275
H: 0.0823 0.5257 3.9906
H: 1.5035 1.1055 4.8349
Cl: 5.3780 -1.0867 4.8945
C: 4.4677 -1.2829 3.4444
C: 3.5751 -2.3413 3.3328
C: 2.8262 -2.4708 2.1765
C: 2.9623 -1.5625 1.1246
C: 2.1345 -1.7203 -0.1013
C: 3.8932 -0.5247 1.2466
C: 4.6438 -0.3824 2.3983
H: 3.4862 -3.0543 4.1397
H: 2.1673 -3.3224 2.0623
H: 1.6708 -2.7116 -0.1353
H: 2.6929 -1.5720 -1.0326
H: 4.0385 0.1691 0.4267
H: 5.3740 0.4081 2.4932

# C7H16O

One molecule with the formula C7H16O (ωB97M-V/def2-TZVPD, OMol25).

## Properties
* orbital gap: 10.719 eV
* SMILES string: CC(C)C(O)C(C)C
* E_HOMO: -9.763 eV
* energy relative to the best compared isomer or geometry (same formula, charge and spin): 15.0 kcal per mole

Positions of all 24 atoms, in Å:
C: -1.9222 0.0876 -1.2085
C: -1.1545 -0.6285 -0.0943
C: -2.1435 -1.1838 0.9301
C: 0.0178 0.1994 0.6950
O: -0.2981 1.5563 0.7415
C: 1.4267 -0.1021 0.1488
C: 2.4511 0.6011 1.0421
C: 1.6165 0.3226 -1.3069
H: -2.4423 0.9528 -0.7964
H: -2.6465 -0.5915 -1.6575
H: -1.2483 0.4443 -1.9865
H: -0.6308 -1.4760 -0.5459
H: -2.6303 -0.3642 1.4564
H: -2.9022 -1.7974 0.4468
H: -1.6393 -1.8142 1.6599
H: -0.0195 -0.1542 1.7333
H: -0.5344 1.5181 -0.2549
H: 1.5760 -1.1851 0.2231
H: 2.3756 0.2504 2.0700
H: 2.2701 1.6742 1.0379
H: 3.4616 0.4175 0.6830
H: 1.4467 1.3924 -1.4194
H: 0.9389 -0.2142 -1.9681
H: 2.6308 0.0946 -1.6295

# C10H13O2

A 2-piece molecular cluster, C10H13O2 overall (ωB97M-V/def2-TZVPD, OMol25).

## Properties
* orbital gap: 7.470 eV
* E_HOMO: -4.028 eV
* net charge: -1
* energy relative to the best compared isomer or geometry (same formula, charge and spin): 55.9 kcal per mole

Positions of all 25 atoms, in Å:
C: 0.2019 1.6788 -2.2607
C: -0.7183 2.6703 -1.6297
C: -0.3228 0.1754 -2.4406
O: 0.4669 -0.6052 -2.9287
O: -1.4288 0.0923 -2.0368
H: 0.4435 2.2126 -3.2368
H: 1.0915 1.8287 -1.7644
H: -1.3391 2.3779 -0.7715
H: -1.5290 2.8540 -2.3517
H: -0.2407 3.5167 -1.0873
C: -1.3419 -2.1854 0.2304
C: 1.6205 -0.1091 2.4740
C: 1.8765 -0.6743 1.2488
C: 0.4389 -0.3872 3.1609
C: 0.9062 -1.1696 0.4092
C: -0.4702 -0.9493 2.3318
C: -0.3316 -1.3559 0.9959
H: 2.4720 0.4904 2.8028
H: 2.7607 -0.3484 0.7789
H: 0.4059 -0.2074 4.1347
H: 1.0482 -1.2586 -0.7000
H: -1.3989 -1.2838 2.6805
H: -2.2583 -1.8987 0.3838
H: -1.3267 -3.2717 0.4659
H: -1.0265 -2.1926 -0.8896

# C3H6ClN2O4S2

C3H6ClN2O4S2 as an isolated structure (ωB97M-V/def2-TZVPD, OMol25).

## Properties
* orbital gap: 8.894 eV
* E_HOMO: -5.663 eV
* net charge: -1

Positions of all 18 atoms, in Å:
C: -1.4484 0.0908 1.3796
C: -0.9505 -0.7908 0.2631
C: -1.6717 -2.0960 0.1051
N: -0.0201 -0.4513 -0.5403
S: 1.4733 -0.1195 0.0792
O: 1.3822 0.7226 1.2502
O: 2.0695 -1.4002 0.3401
N: 2.2717 0.5770 -1.1279
S: 1.8640 2.0901 -1.3669
O: 0.4820 2.4197 -1.1586
O: 2.8233 3.0060 -0.8269
Cl: 2.0772 2.2361 -3.4355
H: -2.5307 -0.0198 1.4456
H: -1.2388 1.1211 1.1207
H: -0.9921 -0.1823 2.3265
H: -1.0952 -2.7823 -0.5027
H: -2.6042 -1.8991 -0.4291
H: -1.8914 -2.5221 1.0780